1.
{
  "formula": "C7H26O6",
  "method": "ωB97M-V/def2-TZVPD",
  "elements": ["C", "C", "C", "C", "C", "C", "C", "H", "H", "H", "H", "H", "H", "H", "H", "H", "H", "H", "H", "H", "H", "O", "H", "H", "O", "H", "H", "O", "H", "H", "O", "H", "H", "O", "H", "H", "O", "H", "H"],
  "xyz": [[1.8124, 0.8332, 3.2302], [0.4675, 0.1987, 2.9560], [-0.1020, 0.0356, 1.7431], [0.7304, 0.5700, 0.6161], [-1.6523, -0.3600, 1.4749], [-1.7438, -1.9405, 1.5176], [-2.7848, -2.3028, 2.5893], [1.7776, 1.3268, 4.0714], [2.1397, 1.4812, 2.4458], [2.6550, 0.1597, 3.1839], [-0.1470, 0.1297, 3.8184], [0.6232, 1.6522, 0.5764], [0.2885, 0.3564, -0.4189], [1.7569, 0.2178, 0.6852], [-2.3135, -0.0016, 2.2540], [-2.1563, 0.0745, 0.6144], [-1.9252, -2.5722, 0.6708], [-0.7243, -2.5090, 1.4995], [-3.6450, -1.6793, 2.3861], [-2.5035, -2.2549, 3.6849], [-2.9440, -3.4004, 2.5789], [1.0503, 1.4603, -2.8485], [1.9740, 1.3492, -2.9184], [0.6919, 0.8267, -3.5285], [-1.4703, 2.8884, -2.7133], [-0.9292, 2.1838, -2.4747], [-1.4075, 3.3905, -3.5021], [2.1122, -2.0606, -3.7508], [2.2670, -1.3015, -4.4674], [1.4629, -1.7012, -3.2515], [2.9900, -2.1909, -0.0483], [2.5310, -1.4571, -0.2658], [2.4914, -2.8730, -0.6358], [-0.6622, 4.6838, -0.3803], [-1.6064, 4.6161, -0.0925], [-0.2904, 3.9231, -0.8075], [-0.2182, -0.8993, -3.5480], [-0.4075, -1.2664, -2.7706], [-0.1884, -1.5869, -4.1739]],
  "lowdin_charge": [-0.08, -0.10, -0.26, -0.09, -0.12, -0.27, -0.14, 0.01, 0.06, 0.08, 0.09, 0.08, 0.08, 0.06, 0.08, 0.10, 0.07, 0.13, 0.06, 0.09, 0.07, -0.06, 0.02, 0.04, -0.02, -0.04, 0.03, -0.06, 0.13, -0.09, -0.04, -0.08, 0.10, -0.08, 0.06, -0.01, 0.03, 0.00, 0.05],
  "gap_ev": 8.50,
  "total_charge": 0,
  "smiles": "C/C=C(\\C)CCC.O.O.O.O.O.O",
  "largest_force_ev_per_a": 6.5,
  "e_homo_ev": -8.72,
  "relative_energy_kcal_mol": 68.3,
  "total_energy_ha": -733.57870
}

2.
{
  "formula": "C7H27AlN10O7",
  "method": "ωB97M-V/def2-TZVPD",
  "elements": ["Al", "O", "H", "C", "C", "O", "H", "H", "H", "H", "H", "H", "C", "O", "N", "N", "H", "H", "H", "H", "C", "O", "N", "N", "H", "H", "H", "H", "C", "O", "N", "N", "H", "H", "H", "H", "C", "O", "N", "N", "H", "H", "H", "H", "C", "O", "N", "N", "H", "H", "H", "H"],
  "xyz": [[-2.3319, 0.5868, 2.5099], [-0.4876, -0.0892, 0.4154], [-0.0501, 0.7345, 0.1243], [4.5178, 0.1763, -0.4669], [3.2064, -0.5693, -0.0468], [2.1426, 0.3983, -0.0012], [5.2459, -0.6108, -0.6629], [4.9961, 0.6667, 0.3810], [4.4192, 0.8275, -1.3354], [3.4108, -0.8508, 0.9862], [2.9080, -1.3792, -0.7124], [1.3499, -0.1282, 0.1252], [1.5354, 1.4786, 3.6257], [0.4391, 0.9695, 3.5401], [2.1421, 1.9912, 4.7061], [2.2958, 1.6198, 2.6070], [3.0800, 2.3535, 4.6107], [1.6680, 2.0417, 5.5964], [1.9772, 1.2850, 1.7090], [3.1482, 2.1612, 2.5880], [0.9585, 3.8205, -1.1668], [0.7990, 4.8994, -1.6532], [0.2851, 2.7037, -1.3706], [1.8129, 3.6977, -0.2373], [-0.4151, 2.8116, -2.0905], [0.5981, 1.7909, -1.0724], [1.9998, 2.8120, 0.2107], [2.3974, 4.5086, -0.0927], [0.3709, -2.8497, -1.4020], [0.9094, -3.7456, -2.0094], [-0.3804, -1.9503, -1.9376], [0.3893, -2.6291, -0.1206], [-0.7239, -2.0964, -2.8760], [-0.6448, -1.0938, -1.4721], [1.0567, -3.2069, 0.3702], [-0.1354, -1.8173, 0.1724], [-3.2339, 0.5079, -1.5595], [-3.5782, 0.4935, -0.3830], [-2.0345, 0.6990, -2.0362], [-4.0345, 0.2851, -2.5254], [-1.9926, 1.3189, -2.8325], [-1.3214, 0.7367, -1.3220], [-3.6812, 0.2259, -3.4698], [-5.0000, 0.0469, -2.3489], [-3.7040, -2.8138, 0.7233], [-3.5720, -1.9768, 1.5862], [-2.8188, -2.9943, -0.2074], [-4.7718, -3.5991, 0.5865], [-2.9256, -3.7061, -0.9160], [-1.9218, -2.5500, -0.0731], [-5.3889, -3.7174, 1.3772], [-4.9114, -4.2750, -0.1509]],
  "lowdin_charge": [1.11, -0.13, 0.00, -0.05, -0.23, -0.15, 0.08, 0.07, 0.08, 0.11, 0.11, 0.01, -0.75, -0.08, 0.17, 0.18, 0.11, 0.12, 0.06, 0.13, -0.81, 0.09, 0.17, 0.18, 0.11, 0.06, 0.07, 0.14, -0.80, 0.09, 0.17, 0.19, 0.13, 0.05, 0.15, 0.04, -0.76, -0.02, 0.16, 0.20, 0.13, 0.05, 0.13, 0.14, -0.75, -0.06, 0.19, 0.17, 0.13, 0.07, 0.12, 0.11],
  "gap_ev": [9.06, 4.53],
  "total_charge": 1,
  "largest_force_ev_per_a": 6.5,
  "e_homo_ev": [-12.36, -12.36],
  "multiplicity": 2,
  "total_energy_ha": -1599.37166
}